Computed, not measured: a molecular structure, C38H62Cl10MgO25S at a distorted geometry, with ωB97M-V/def2-TZVPD.

Computed properties:
- Electronic energy: -233107.647 eV
- Net charge: 0
- Lowest unoccupied orbital energy: -0.14 eV
- Kohn-Sham gap: 9.0 eV

Positions of all 137 atoms, in Å:
Mg: -1.315 1.482 0.573
S: 0.745 0.204 0.068
O: 1.064 -1.075 0.730
O: 0.424 1.232 1.071
O: 1.662 0.682 -0.881
O: -0.596 0.191 -0.535
C: 3.756 0.876 2.627
C: 4.153 1.983 1.636
C: 2.994 2.985 1.434
O: 3.589 4.180 1.707
C: 4.875 4.005 2.125
O: 5.594 4.903 2.459
O: 5.249 2.733 2.181
H: 3.429 -0.083 2.223
H: 3.058 1.147 3.420
H: 4.589 0.465 3.196
H: 4.388 1.559 0.659
H: 2.171 2.713 2.094
H: 2.686 2.815 0.402
C: -6.397 -0.669 -2.109
C: -5.315 0.339 -2.457
C: -5.797 1.770 -2.280
O: -4.681 2.261 -1.532
C: -3.999 1.302 -0.968
O: -3.092 1.553 -0.248
O: -4.304 0.097 -1.455
H: -7.071 -0.324 -1.325
H: -5.858 -1.581 -1.854
H: -7.071 -0.746 -2.963
H: -4.917 0.008 -3.416
H: -6.676 1.961 -1.664
H: -5.998 2.296 -3.213
C: -3.963 -2.223 4.688
C: -4.296 -0.769 4.455
C: -3.407 0.130 5.217
O: -2.465 0.463 4.161
C: -2.809 -0.035 3.002
O: -2.236 0.103 1.967
O: -3.970 -0.635 3.118
H: -4.180 -2.619 5.680
H: -2.897 -2.408 4.561
H: -4.506 -2.829 3.963
H: -5.330 -0.538 4.712
H: -2.853 -0.440 5.964
H: -3.966 1.002 5.558
C: 1.030 5.530 -3.944
C: 0.893 5.504 -2.401
C: -0.254 6.312 -1.787
O: -1.100 5.386 -1.088
C: -0.601 4.136 -1.106
O: -1.047 3.036 -0.666
O: 0.597 4.160 -1.839
H: 1.104 6.597 -4.158
H: 0.097 5.178 -4.384
H: 1.924 5.091 -4.386
H: 1.763 5.899 -1.877
H: -0.773 6.865 -2.571
H: 0.205 7.008 -1.085
C: -1.079 1.254 -3.579
C: -1.253 -0.032 -4.466
C: -0.687 -1.288 -3.692
O: -1.786 -2.189 -3.816
C: -2.832 -1.674 -4.374
O: -3.820 -2.297 -4.774
O: -2.641 -0.338 -4.501
H: -0.046 1.266 -3.232
H: -1.807 1.210 -2.769
H: -1.229 2.153 -4.176
H: -0.644 0.075 -5.363
H: -0.534 -0.951 -2.667
H: 0.195 -1.700 -4.181
C: 1.105 6.160 2.375
C: 0.571 4.940 3.071
C: -0.359 5.029 4.297
O: -1.313 4.026 3.966
C: -1.100 3.614 2.720
O: -1.700 2.709 2.182
O: -0.178 4.314 2.141
H: 1.750 6.598 3.138
H: 0.308 6.887 2.219
H: 1.542 5.960 1.397
H: 1.410 4.336 3.415
H: -0.813 6.018 4.232
H: 0.217 5.018 5.222
C: 0.279 -6.576 -0.386
C: -0.155 -7.805 0.383
C: -1.294 -7.390 1.379
O: -2.447 -8.144 0.973
C: -2.197 -8.830 -0.161
O: -2.958 -9.577 -0.768
O: -0.917 -8.662 -0.491
H: -0.572 -6.234 -0.974
H: 1.017 -6.800 -1.157
H: 0.691 -5.795 0.253
H: 0.678 -8.275 0.906
H: -1.501 -6.322 1.318
H: -1.055 -7.525 2.434
Cl: 0.439 -2.163 5.980
C: 0.709 -2.103 4.111
C: 0.560 -3.458 3.612
Cl: -1.046 -3.999 3.153
H: 1.745 -1.834 3.906
H: 0.054 -1.438 3.548
H: 0.864 -4.142 4.404
H: 1.141 -3.688 2.719
Cl: 3.248 2.095 -5.279
C: 2.709 1.053 -3.942
C: 3.810 0.402 -3.069
Cl: 4.766 -0.753 -4.117
H: 2.003 0.423 -4.482
H: 2.145 1.703 -3.273
H: 3.496 -0.189 -2.210
H: 4.546 1.108 -2.684
Cl: 6.536 -0.570 -0.972
C: 7.355 0.743 -1.772
C: 6.992 2.027 -0.956
Cl: 7.588 3.449 -1.789
H: 6.909 0.663 -2.763
H: 8.412 0.487 -1.700
H: 7.583 1.903 -0.049
H: 5.916 2.075 -0.788
Cl: 3.655 -5.528 -1.142
C: 3.884 -3.740 -1.261
C: 2.548 -2.976 -1.639
Cl: 2.122 -3.069 -3.365
H: 4.774 -3.544 -1.858
H: 4.103 -3.403 -0.248
H: 2.578 -1.935 -1.316
H: 1.620 -3.422 -1.282
Cl: -3.849 -5.464 -0.953
C: -2.729 -4.507 0.059
C: -3.188 -3.030 0.041
Cl: -4.913 -2.877 0.808
H: -1.694 -4.661 -0.243
H: -2.805 -4.884 1.079
H: -3.188 -2.589 -0.956
H: -2.540 -2.497 0.736

Computed, not measured: 12 unconnected molecules or ions with the total composition C38H62NO47PS13 at a distorted geometry, with ωB97M-V/def2-TZVPD.

Computed properties:
- Electronic energy: -288270.392 eV
- Structure (SMILES): OCCOCOCc1cc([PH2]=S)c2c(c1)Sc1ccccc1N2.O=S1(=O)OCCO1.O=S1(=O)OCCO1.O=S1(=O)OCCO1.O=S1(=O)OCCO1.O=S1(=O)OCCO1.O=S1(=O)OCCO1.O=S1(=O)OCCO1.O=S1(=O)OCCO1.O=S1(=O)OCCO1.O=S1(=O)OCCO1.O=S1(=O)OCCO1
- Net charge: 0
- Lowest unoccupied orbital energy: -0.10 eV
- Kohn-Sham gap: 7.7 eV

Positions of all 162 atoms, in Å:
O: -5.543 7.660 -3.103
C: -4.472 7.835 -4.043
C: -3.263 6.978 -3.664
O: -2.547 6.522 -4.798
C: -2.552 5.132 -4.943
O: -1.700 4.493 -4.033
C: -0.490 3.994 -4.573
C: 0.702 4.571 -3.812
C: 1.938 3.967 -3.848
C: 3.045 4.529 -3.185
P: 4.674 3.710 -3.317
S: 5.471 3.998 -5.083
C: 2.894 5.724 -2.467
C: 1.612 6.290 -2.427
C: 0.530 5.740 -3.076
S: 1.443 7.803 -1.503
C: 2.977 8.582 -1.962
C: 3.056 9.940 -2.228
C: 4.275 10.484 -2.600
C: 5.401 9.671 -2.706
C: 5.294 8.321 -2.418
C: 4.083 7.740 -2.056
N: 3.944 6.361 -1.771
H: -5.523 8.387 -2.474
H: -4.860 7.606 -5.037
H: -4.217 8.899 -4.036
H: -3.626 6.155 -3.040
H: -2.588 7.589 -3.055
H: -3.570 4.774 -4.725
H: -2.353 4.866 -5.983
H: -0.346 4.269 -5.623
H: -0.443 2.901 -4.519
H: 2.044 3.059 -4.435
H: 4.559 2.328 -3.086
H: 5.558 4.184 -2.334
H: -0.410 6.270 -3.012
H: 2.156 10.538 -2.146
H: 4.368 11.537 -2.841
H: 6.335 10.123 -3.014
H: 6.193 7.736 -2.494
H: 4.821 5.875 -1.878
O: 0.565 -1.305 -2.144
S: 0.522 0.077 -1.834
O: 1.667 0.909 -1.832
O: -0.248 0.253 -0.442
C: -1.389 1.106 -0.611
C: -1.813 0.897 -2.050
O: -0.579 0.776 -2.770
H: -1.076 2.137 -0.433
H: -2.167 0.837 0.098
H: -2.399 1.725 -2.440
H: -2.371 -0.034 -2.170
O: 0.567 1.058 4.686
S: 1.801 0.372 4.525
O: 2.728 0.256 5.595
O: 2.544 1.003 3.247
C: 2.821 -0.027 2.286
C: 1.729 -1.049 2.504
O: 1.532 -1.076 3.926
H: 3.807 -0.445 2.505
H: 2.816 0.378 1.278
H: 2.000 -2.033 2.140
H: 0.792 -0.737 2.038
O: -1.533 -4.051 3.852
S: -1.697 -2.687 4.217
O: -0.588 -1.807 4.312
O: -2.570 -2.634 5.560
C: -3.756 -1.855 5.356
C: -4.073 -2.023 3.887
O: -2.789 -2.020 3.244
H: -3.530 -0.815 5.601
H: -4.556 -2.214 5.997
H: -4.693 -1.220 3.497
H: -4.556 -2.983 3.690
O: -7.559 -6.289 3.127
S: -6.384 -5.535 3.400
O: -6.416 -4.414 4.272
O: -5.730 -5.107 2.013
C: -4.373 -5.590 1.936
C: -4.369 -6.842 2.780
O: -5.232 -6.522 3.889
H: -3.712 -4.827 2.352
H: -4.096 -5.781 0.905
H: -3.377 -7.105 3.134
H: -4.801 -7.689 2.244
O: -1.829 -5.823 0.020
S: -0.649 -5.080 -0.261
O: -0.128 -4.185 0.702
O: -0.854 -4.312 -1.644
C: 0.193 -4.662 -2.566
C: 0.593 -6.063 -2.172
O: 0.515 -6.063 -0.733
H: 1.015 -3.956 -2.430
H: -0.166 -4.603 -3.589
H: 1.592 -6.315 -2.501
H: -0.113 -6.804 -2.550
O: 6.500 5.317 -0.419
S: 7.016 6.571 0.009
O: 7.483 7.543 -0.908
O: 8.156 6.295 1.095
C: 7.833 6.959 2.326
C: 6.319 7.005 2.345
O: 5.956 7.258 0.980
H: 8.264 7.961 2.298
H: 8.245 6.411 3.168
H: 5.930 7.787 2.991
H: 5.893 6.044 2.640
O: 4.362 -3.282 -1.829
S: 4.104 -3.159 -0.438
O: 3.096 -2.298 0.067
O: 5.482 -2.842 0.306
C: 5.748 -3.844 1.304
C: 5.079 -5.096 0.778
O: 3.862 -4.612 0.174
H: 5.297 -3.516 2.244
H: 6.815 -3.968 1.439
H: 4.854 -5.813 1.554
H: 5.678 -5.574 0.004
O: 3.169 -8.886 -5.501
S: 3.323 -7.620 -4.885
O: 2.209 -6.785 -4.603
O: 4.407 -6.782 -5.705
C: 5.484 -6.383 -4.842
C: 5.542 -7.464 -3.784
O: 4.165 -7.787 -3.534
H: 5.236 -5.412 -4.409
H: 6.408 -6.302 -5.408
H: 6.024 -7.130 -2.870
H: 6.042 -8.362 -4.152
O: -9.255 6.571 1.924
S: -9.473 7.551 0.923
O: -10.142 8.769 1.202
O: -10.171 6.838 -0.332
C: -9.379 7.022 -1.512
C: -7.959 7.141 -1.003
O: -8.077 7.894 0.213
H: -9.704 7.940 -2.004
H: -9.510 6.183 -2.190
H: -7.306 7.646 -1.704
H: -7.541 6.162 -0.759
O: 8.917 -7.975 2.252
S: 7.732 -7.336 2.690
O: 7.059 -6.381 1.877
O: 7.998 -6.701 4.131
C: 7.055 -7.218 5.084
C: 6.713 -8.599 4.566
O: 6.668 -8.439 3.139
H: 6.180 -6.566 5.090
H: 7.497 -7.240 6.076
H: 5.760 -8.962 4.937
H: 7.495 -9.322 4.804
O: -13.382 -8.062 3.443
S: -13.028 -6.786 3.952
O: -14.008 -5.807 4.256
O: -11.924 -6.149 2.986
C: -10.733 -5.841 3.728
C: -10.715 -6.848 4.854
O: -12.092 -6.978 5.238
H: -10.822 -4.820 4.107
H: -9.859 -5.916 3.092
H: -10.114 -6.523 5.699
H: -10.361 -7.823 4.512